Record 1
Formula: C30H45Cl2N2PSc
Source: the OMol25 dataset
Level of theory: ωB97M-V/def2-TZVPD

Atoms and positions in Å:
P (0.4014, -1.2775, -0.2501)
C (0.3104, -1.3937, -2.0916)
C (0.5868, -2.7912, -2.6403)
C (0.6729, -2.7307, -4.1722)
C (-0.5518, -2.0744, -4.8164)
C (-0.9300, -0.7325, -4.1853)
C (-0.9846, -0.7905, -2.6539)
C (-1.1416, -1.8806, 0.5453)
C (-1.4874, -3.3140, 0.1759)
C (-2.6199, -3.7950, 1.0968)
C (-3.8366, -2.8657, 1.0942)
C (-3.4835, -1.3836, 1.2678)
C (-2.3381, -0.9258, 0.3605)
C (1.8313, -2.2893, 0.3632)
C (3.1280, -1.7930, -0.2945)
C (4.3772, -2.4902, 0.2582)
C (4.4640, -2.4793, 1.7866)
C (3.1592, -2.9359, 2.4469)
C (1.9104, -2.2285, 1.8970)
H (1.1415, -0.7182, -2.3796)
H (-0.2243, -3.4726, -2.3451)
H (1.5166, -3.2064, -2.2213)
H (0.7909, -3.7442, -4.5622)
H (1.5772, -2.1780, -4.4581)
H (-0.3787, -1.9391, -5.8912)
H (-1.4029, -2.7585, -4.7189)
H (-0.2119, 0.0401, -4.4893)
H (-1.9075, -0.4179, -4.5597)
H (-1.1616, 0.2186, -2.2486)
H (-1.8371, -1.4234, -2.3630)
H (-0.8702, -1.8516, 1.6160)
H (-2.2286, -3.8806, 2.1172)
H (-0.6064, -3.9691, 0.2694)
H (-1.8177, -3.3638, -0.8721)
H (-2.9236, -4.8006, 0.7954)
H (-4.5294, -3.1677, 1.8904)
H (-4.3726, -2.9943, 0.1466)
H (-4.3664, -0.7679, 1.0734)
H (-3.1929, -1.1954, 2.3108)
H (-2.0555, 0.1101, 0.6046)
H (-2.6750, -0.9326, -0.6858)
H (1.6093, -3.3230, 0.0374)
H (3.0894, -1.9300, -1.3871)
H (3.2032, -0.7086, -0.1362)
H (4.3868, -3.5264, -0.0936)
H (5.2624, -2.0066, -0.1682)
H (4.7117, -1.4667, 2.1315)
H (5.2806, -3.1354, 2.1096)
H (3.2086, -2.7740, 3.5273)
H (3.0408, -4.0164, 2.2946)
H (1.0122, -2.6766, 2.3512)
H (1.9098, -1.1717, 2.2038)
Sc (0.8979, 2.1487, 0.5802)
Cl (0.1078, 0.8774, 2.4436)
Cl (2.2509, 1.5361, -1.2693)
C (-0.7650, 2.6921, -0.6495)
H (-0.5647, 2.7332, -1.7380)
C (-2.0925, 3.0649, -0.3670)
C (-2.6455, 2.9480, 0.9615)
C (-3.9253, 3.4195, 1.2305)
C (-4.7197, 3.9815, 0.2207)
C (-4.2295, 4.0263, -1.0941)
C (-2.9542, 3.5754, -1.3978)
H (-2.0240, 2.4851, 1.7405)
H (-4.3076, 3.3476, 2.2423)
H (-4.8633, 4.4254, -1.8805)
H (-2.5722, 3.6063, -2.4231)
H (-5.7204, 4.3619, 0.4576)
N (0.8160, 5.4864, 0.5390)
C (1.6678, 5.1080, 1.5181)
C (2.2907, 6.0373, 2.3748)
C (3.1567, 5.5701, 3.3616)
C (3.4132, 4.1986, 3.4286)
C (2.7591, 3.3211, 2.5788)
N (1.8742, 3.7608, 1.6291)
H (0.3567, 4.7893, -0.0518)
H (0.6285, 6.4619, 0.3924)
H (2.0699, 7.0987, 2.2426)
H (3.6245, 6.2451, 4.0674)
H (4.1237, 3.7789, 4.1476)
H (2.8996, 2.2345, 2.6267)

* energy relative to the best compared isomer or geometry (same formula, charge and spin): 0.00 kcal/mol
* net charge: -1
* E: -3302.3183 hartree
* F_max: 3.43 eV/Å
* Kohn-Sham gap: 0.1628 Eh

Results of the Löwdin charge analysis, in e, for atoms 1 through 5: number 1, P, carries 1.029; number 2, C, carries -0.461; number 3, C, carries -0.215; number 4, C, carries -0.207; number 5, C, carries -0.213

Record 2
Formula: C30H30AsN6O7S3Yb
Source: the OMol25 dataset
Level of theory: ωB97M-V/def2-TZVPD

Atoms and positions in Å:
Yb (0.0454, -1.0496, -0.1993)
N (0.4296, -0.0288, 4.1212)
C (0.4292, 0.0468, 2.7759)
S (1.7455, -0.6605, 1.9159)
N (-0.5651, 0.7585, 2.2762)
N (-0.6625, 0.8901, 0.9461)
C (-1.7330, 1.5014, 0.4887)
C (-2.8407, 1.9802, 1.3284)
C (-2.6276, 2.6331, 2.5408)
C (-3.7045, 3.0235, 3.3171)
C (-5.0008, 2.7789, 2.8932)
C (-5.2198, 2.1268, 1.6903)
C (-4.1505, 1.7271, 0.9136)
C (-1.8347, 1.6276, -0.9583)
C (-2.6487, 2.6018, -1.5539)
C (-2.7817, 2.6225, -2.9250)
C (-2.0958, 1.6812, -3.6835)
C (-1.2546, 0.8016, -3.0290)
N (-1.1053, 0.7709, -1.7016)
H (1.0386, -0.6949, 4.5672)
H (-0.4418, 0.2087, 4.5731)
H (-1.6187, 2.8404, 2.8625)
H (-3.5276, 3.5226, 4.2604)
H (-5.8381, 3.0963, 3.4979)
H (-6.2275, 1.9267, 1.3565)
H (-4.3312, 1.2012, -0.0147)
H (-3.1432, 3.3298, -0.9301)
H (-3.4076, 3.3578, -3.4037)
H (-2.1952, 1.6439, -4.7553)
H (-0.6780, 0.0665, -3.5812)
O (-2.8782, -3.7371, 1.3094)
As (-2.5571, -1.9795, 1.1898)
O (-3.3870, -1.3478, 2.4303)
O (-0.9207, -1.8767, 1.3123)
C (-3.3951, -1.6414, -0.5459)
C (-4.7702, -1.4621, -0.5711)
C (-5.4384, -1.3656, -1.7788)
C (-4.7178, -1.4658, -2.9603)
C (-3.3497, -1.6505, -2.9447)
C (-2.6600, -1.7420, -1.7295)
S (-0.8408, -3.5221, -0.6436)
O (-1.0076, -4.5611, -1.6188)
O (0.5674, -3.0167, -0.5882)
O (-1.3321, -1.9123, -1.6799)
H (-3.4187, -3.8721, 2.0963)
H (-5.2833, -1.3974, 0.3834)
H (-6.5088, -1.2284, -1.8029)
H (-5.2358, -1.4103, -3.9057)
H (-2.7884, -1.7321, -3.8634)
C (3.2087, 3.6290, 1.8298)
C (3.5071, 2.2096, 1.3675)
C (4.0817, 2.1465, -0.0475)
N (3.1375, 2.6426, -1.0242)
C (2.2621, 1.8900, -1.6777)
S (2.2547, 0.2052, -1.6156)
N (1.3437, 2.4951, -2.4991)
C (1.1275, 3.8020, -2.9224)
O (0.0319, 4.0984, -3.3424)
C (2.2708, 4.7477, -2.9216)
C (3.5203, 4.3623, -3.4092)
C (4.5411, 5.2910, -3.4936)
C (4.3278, 6.6017, -3.0953)
C (3.0823, 6.9923, -2.6306)
C (2.0508, 6.0743, -2.5566)
H (2.8626, 3.6091, 2.8591)
H (2.4273, 4.0852, 1.2250)
H (4.0994, 4.2526, 1.7790)
H (2.5960, 1.6095, 1.3970)
H (4.2207, 1.7414, 2.0439)
H (4.3153, 1.1125, -0.3029)
H (4.9848, 2.7571, -0.1252)
H (3.0360, 3.6480, -1.0805)
H (0.5907, 1.8681, -2.7779)
H (3.6802, 3.3452, -3.7353)
H (5.5044, 4.9913, -3.8760)
H (5.1296, 7.3211, -3.1597)
H (2.9105, 8.0158, -2.3360)
H (1.0693, 6.3684, -2.2165)

* multiplicity: 2
* energy relative to the best compared isomer or geometry (same formula, charge and spin): 38.44 kcal/mol
* E: -6605.5978 hartree
* F_max: 6.15 eV/Å
* Kohn-Sham gap (alpha / beta): 0.2580 / 0.2581 Eh

Results of the Löwdin charge analysis, in e, for atoms 1 through 5: number 1, Yb, carries 1.173; number 2, N, carries 0.093; number 3, C, carries -0.870; number 4, S, carries 0.578; number 5, N, carries -0.029